No. 1
Computed, not measured: a molecular structure, C55H43BrMoN6O5PS2 at a distorted geometry, with wB97M-V/def2-TZVPD.

ORCA input file:
```
! wB97M-V def2-TZVPD RIJCOSX def2/J DEFGRID3
* xyz 1 3
Mo 0.15382 -0.14551 -1.02023
C 4.18038 -1.94408 2.47571
N 3.45979 -0.97568 1.65141
C 2.23186 -1.09710 1.10627
N 1.98569 -0.14697 0.21798
C 3.12933 0.58827 0.11759
C 4.04824 0.10008 1.02622
C 5.42495 0.59529 1.20251
C 5.92377 0.99471 2.45377
C 7.22873 1.33509 2.64283
C 8.07019 1.41634 1.52811
C 7.55847 1.09612 0.26808
C 6.26040 0.67653 0.10485
C 3.39076 1.83047 -0.60464
C 3.37898 2.95504 0.15173
C 3.80065 4.18373 -0.35699
C 4.28963 4.22527 -1.65449
C 4.24410 3.11332 -2.42492
C 3.77102 1.90160 -1.95772
P 0.94324 -2.20708 1.81035
C -0.22301 -0.81098 2.04091
N -0.35730 0.24507 1.22952
C -1.22312 1.14780 1.78904
C -1.68632 0.60461 2.98165
N -1.04886 -0.59880 3.08526
C -1.27006 -1.55309 4.13930
C -2.69997 1.12189 3.95741
C -2.49009 2.36124 4.58730
C -3.47372 2.90824 5.38848
C -4.64448 2.26354 5.66809
C -4.81237 1.00882 5.10132
C -3.88325 0.48526 4.17742
C -1.43854 2.52131 1.28366
C -0.38705 3.36463 0.92321
C -0.55653 4.65430 0.50073
C -1.83199 5.18543 0.48606
C -2.94943 4.42027 0.92629
C -2.75577 3.10163 1.28929
C 0.02596 -2.80734 0.33402
N -0.69115 -2.10593 -0.55983
C -1.40526 -3.04495 -1.30499
C -1.10602 -4.29022 -0.82660
N -0.19670 -4.13813 0.18040
C 0.43484 -5.17129 0.97898
C -1.64579 -5.58713 -1.20973
C -2.99773 -5.88908 -0.99982
C -3.39553 -7.17553 -1.11913
C -2.49593 -8.18071 -1.39560
C -1.19387 -7.89698 -1.72455
C -0.76400 -6.56451 -1.65068
C -2.27531 -2.70287 -2.46082
C -3.08233 -1.58514 -2.43754
C -3.92013 -1.22230 -3.50368
C -3.98854 -2.10141 -4.62084
C -3.16900 -3.20111 -4.69717
C -2.31952 -3.47994 -3.59132
H 3.64771 -2.90956 2.50372
H 4.33499 -1.54102 3.46168
H 5.16532 -2.10092 2.04824
H 5.23135 1.01489 3.28454
H 7.60805 1.52845 3.64297
H 9.10479 1.71704 1.50785
H 8.21674 1.14675 -0.61520
H 5.82558 0.48623 -0.82792
H 3.16346 2.82208 1.22295
H 3.83498 5.01283 0.28720
H 4.65991 5.14120 -2.00961
H 4.60068 3.14849 -3.46021
H 3.83001 1.01945 -2.57930
H -1.76752 -1.01048 4.95222
H -0.35451 -2.04201 4.44135
H -1.98242 -2.31829 3.76018
H -1.58144 2.90511 4.37624
H -3.34481 3.92034 5.80585
H -5.45661 2.79075 6.17273
H -5.74075 0.49042 5.22883
H -4.14002 -0.39035 3.66622
H 0.59795 2.92799 0.91760
H 0.20298 5.27431 0.07323
H -2.02809 6.12203 0.05048
H -3.92598 4.86892 0.85260
H -3.60075 2.52032 1.59839
H 1.38207 -5.52140 0.62493
H -0.24092 -6.00677 1.02232
H 0.62959 -4.80164 1.97207
H -3.70837 -5.08721 -0.67185
H -4.44890 -7.38128 -0.90280
H -2.91181 -9.19107 -1.42412
H -0.47502 -8.67110 -1.99512
H 0.25107 -6.35005 -1.96892
H -3.15950 -0.94259 -1.55880
H -4.50185 -0.30547 -3.46310
H -4.58333 -1.91024 -5.50431
H -3.23817 -3.84608 -5.56789
H -1.62347 -4.34049 -3.69276
O -0.35636 -0.52658 -2.94299
S 0.75264 -1.26948 -3.71299
O 0.26140 -2.55445 -4.11183
O 1.38339 -0.48595 -4.75309
S 1.96216 -1.42452 -2.07363
Br 1.15466 4.49247 -2.59679
C -0.69386 4.32457 -2.71703
C -1.34440 5.41210 -3.25288
C -2.72852 5.37225 -3.40377
C -3.49413 4.29101 -2.94997
C -2.81566 3.20223 -2.48565
C -1.43442 3.18416 -2.35157
C -0.77229 2.01826 -1.76918
O -1.48574 1.06635 -1.19344
O 0.46770 1.79426 -1.78562
H -0.77728 6.27180 -3.66402
H -3.19414 6.22556 -3.86023
H -4.56740 4.28594 -3.11480
H -3.34692 2.34836 -2.17749
*
```

Computed properties:
Largest force on an atom (eV/Å): 2.50
<S²>: 2.017
M (Da): 1138.94
Orbital gap (alpha / beta) (eV): 7.810 / 7.311
LUMO (alpha / beta) (eV): -2.56 / -3.08



No. 2
Computed, not measured: a molecular structure, C55H45Cl2KN3O2S2Te at a distorted geometry, with wB97M-V/def2-TZVPD.

ORCA input file:
```
! wB97M-V def2-TZVPD RIJCOSX def2/J DEFGRID3
* xyz -1 1
K 0.60495 0.94016 -0.02529
C -6.98558 3.54443 -2.23224
C -5.85319 2.60846 -1.91205
C -4.96787 2.19873 -2.90871
C -3.90135 1.36983 -2.61427
C -3.72873 0.94021 -1.30768
C -4.57941 1.34814 -0.29279
C -5.64747 2.17441 -0.60736
S -2.31393 -0.04242 -0.84325
O -1.15270 0.57215 -1.54707
C -2.69891 -1.55010 -1.74320
C -3.87269 -2.19251 -1.29736
C -4.25546 -3.38280 -1.83745
C -3.46984 -4.00017 -2.84200
C -3.83270 -5.25311 -3.38359
C -3.03756 -5.87100 -4.31124
C -1.84783 -5.25486 -4.73337
C -1.47797 -4.03487 -4.23358
C -2.27854 -3.37041 -3.27543
C -1.88588 -2.11293 -2.70533
C -0.58863 -1.52987 -3.14957
C -0.49223 -0.86738 -4.40526
C -1.60501 -0.72850 -5.26906
C -1.48610 -0.07340 -6.46365
C -0.25126 0.47804 -6.85569
C 0.83836 0.36566 -6.03856
C 0.74859 -0.30460 -4.79484
C 1.86154 -0.39174 -3.92675
C 1.76113 -1.03073 -2.72321
C 0.53728 -1.61925 -2.36470
S 0.42298 -2.33726 -0.72181
O 1.70540 -1.99463 -0.04936
C 0.47954 -4.05203 -1.25981
C 1.53730 -4.56094 -1.99838
C 1.50429 -5.87987 -2.41323
C 0.42107 -6.70024 -2.10494
C 0.37789 -8.12760 -2.57177
C -0.62287 -6.17744 -1.35199
C -0.59557 -4.86042 -0.92194
H -7.14862 3.61696 -3.30737
H -6.76892 4.54690 -1.85757
H -7.91502 3.21409 -1.76660
H -5.11415 2.54923 -3.92397
H -3.19162 1.07490 -3.37865
H -4.38169 1.05515 0.72957
H -6.30892 2.50967 0.18299
H -4.46118 -1.71967 -0.51939
H -5.15851 -3.87753 -1.50080
H -4.75025 -5.71517 -3.03875
H -3.31654 -6.83432 -4.71957
H -1.21485 -5.75616 -5.45493
H -0.55334 -3.57553 -4.55658
H -2.55720 -1.14819 -4.96900
H -2.34576 0.02773 -7.11391
H -0.17463 0.99617 -7.80302
H 1.79135 0.79562 -6.32296
H 2.79151 0.07899 -4.22204
H 2.57760 -1.06233 -2.01163
H 2.37534 -3.92083 -2.24682
H 2.32407 -6.28080 -2.99815
H 1.12276 -8.31504 -3.34501
H -0.60538 -8.37114 -2.97809
H 0.57228 -8.81523 -1.74597
H -1.47391 -6.80254 -1.10725
H -1.41282 -4.45024 -0.34375
C 4.91479 0.56039 2.98939
N 4.11141 -0.27814 2.11337
C 3.26852 -1.28641 2.76553
C 3.68670 0.25240 0.98054
N 3.37979 0.72681 -0.03055
H 5.59100 -0.07788 3.56033
H 4.28851 1.13779 3.67594
H 5.50669 1.24830 2.38834
H 3.91401 -1.98113 3.30473
H 2.70861 -1.83025 2.00825
H 2.56919 -0.81511 3.46052
Te -0.49632 -0.41168 2.74405
C -0.58262 -2.66257 3.29069
C -0.93036 -3.69985 2.43025
C -0.75839 -5.03774 2.75950
C -0.22039 -5.38104 3.99278
C 0.13985 -4.37123 4.87462
C -0.03830 -3.03926 4.52012
C -2.60645 -0.33387 2.79001
C -3.40008 -1.30787 2.19582
C -4.78678 -1.24514 2.26632
C -5.40242 -0.18376 2.91099
C -4.61732 0.80526 3.49439
C -3.23327 0.72684 3.44266
H -1.34933 -3.46107 1.45659
H -1.03894 -5.81314 2.05198
H -0.08176 -6.42197 4.26164
H 0.56013 -4.62303 5.84316
H 0.25905 -2.26828 5.22779
H -2.92575 -2.14412 1.69670
H -5.38851 -2.02653 1.81168
H -6.48372 -0.12736 2.96268
H -5.08454 1.64248 3.99963
H -2.62338 1.50722 3.87893
Cl -2.25947 3.83388 0.55632
C -1.04752 4.10015 1.80821
C -0.79708 5.39330 2.17760
C 0.17014 5.68321 3.14825
C 0.87213 4.60945 3.68156
C 0.59793 3.31973 3.29265
Cl 1.62714 2.04343 3.96086
C -0.42075 2.89137 2.35778
N -0.77427 1.71245 1.96020
H -1.36088 6.18582 1.70015
H 0.37565 6.69848 3.45703
H 1.66031 4.76817 4.40822
*
```

Computed properties:
Largest force on an atom (eV/Å): 1.30
M (Da): 1081.72
Orbital gap (eV): 4.366
LUMO (eV): 1.79



No. 3
Computed, not measured: a molecular structure, C55H46AsBrCsF5N2OP2Te at a distorted geometry, with wB97M-V/def2-TZVPD.

ORCA input file:
```
! wB97M-V def2-TZVPD RIJCOSX def2/J DEFGRID3
* xyz 0 1
Cs -0.95170 0.75261 0.06067
Br 8.04247 3.45655 0.72339
C 6.64708 2.18085 0.77341
C 5.35134 2.60133 1.01736
C 4.33062 1.66316 1.05601
C 4.59229 0.31865 0.82029
C 5.90904 -0.08511 0.60889
C 6.93597 0.84483 0.58472
N 3.49243 -0.56630 0.81038
C 3.54666 -1.56702 0.04668
C 2.46163 -2.58547 -0.03739
C 2.79745 -3.84672 -0.52435
C 1.82669 -4.83280 -0.57015
C 0.55287 -4.53299 -0.13894
C 0.29373 -3.24756 0.30785
N 1.20433 -2.27851 0.36178
H 5.15248 3.64660 1.18048
H 3.30585 1.95916 1.25269
H 6.14639 -1.13240 0.48088
H 7.95722 0.52908 0.42351
H 4.41113 -1.75399 -0.60132
H 3.80880 -4.04456 -0.85511
H 2.06637 -5.82134 -0.93863
H -0.24492 -5.26300 -0.16046
H -0.70412 -2.99160 0.63943
C -3.78426 -3.56388 4.22881
C -4.80506 -3.74710 3.30492
C -4.67146 -3.26183 2.01312
C -3.51387 -2.58908 1.62966
C -2.50351 -2.39864 2.56597
C -2.63259 -2.88658 3.85957
As -3.21046 -1.92769 -0.17869
C -5.06290 -1.66466 -0.72954
C -5.88545 -0.85218 0.04486
C -7.18430 -0.58727 -0.35981
C -7.67000 -1.12629 -1.54359
C -6.85052 -1.92930 -2.32213
C -5.54954 -2.19712 -1.91766
C -2.85478 -3.63568 -1.09439
C -3.14740 -4.89753 -0.58508
C -2.83077 -6.04191 -1.30689
C -2.21744 -5.94167 -2.54810
C -1.91553 -4.68959 -3.06388
C -2.22643 -3.54944 -2.33611
H -3.89158 -3.94220 5.23716
H -5.71004 -4.26700 3.59264
H -5.47756 -3.39762 1.30118
H -1.60311 -1.85820 2.29119
H -1.83840 -2.72914 4.57775
H -5.50645 -0.40985 0.95875
H -7.81148 0.05373 0.24596
H -8.68331 -0.91623 -1.86060
H -7.22160 -2.35063 -3.24784
H -4.92277 -2.83356 -2.53149
H -3.62292 -4.99820 0.38241
H -3.06809 -7.01582 -0.89715
H -1.97506 -6.83488 -3.10961
H -1.43327 -4.59989 -4.02908
H -1.97239 -2.57525 -2.74336
C 1.67690 4.68506 1.04108
P 0.96666 3.56138 -0.24432
C -0.00023 4.65421 -1.34182
C 0.10369 4.60415 -2.72844
C -0.76753 5.33547 -3.52622
C -1.75134 6.11939 -2.94768
C -1.86630 6.16939 -1.56408
C -1.00259 5.43897 -0.77007
C 2.38486 3.06701 -1.29069
C 2.65300 1.70417 -1.41000
C 3.71238 1.24987 -2.18602
C 4.52462 2.15406 -2.84850
C 4.26509 3.51608 -2.74689
C 3.20233 3.96474 -1.98240
P 2.83653 6.06634 0.62769
C 1.67118 7.35614 0.03772
C 0.74278 7.97386 0.87435
C -0.13286 8.92283 0.37358
C -0.09315 9.26362 -0.97297
C 0.82643 8.65740 -1.81336
C 1.70835 7.71338 -1.30628
C 3.19516 6.71749 2.30654
C 2.85085 6.08958 3.49991
C 3.22710 6.63338 4.72335
C 3.94635 7.81437 4.77018
C 4.29558 8.45167 3.58497
C 3.92996 7.90405 2.36891
H 2.21677 4.00352 1.68439
H 0.82813 5.04767 1.63166
H 0.86181 3.99046 -3.19783
H -0.67653 5.28305 -4.60375
H -2.43645 6.68041 -3.56986
H -2.64576 6.76075 -1.10266
H -1.13406 5.45927 0.30577
H 2.04377 0.96744 -0.89309
H 3.90451 0.18620 -2.26301
H 5.35453 1.80256 -3.44808
H 4.89156 4.22915 -3.26681
H 3.00259 5.02453 -1.92446
H 0.71187 7.71751 1.92747
H -0.84942 9.39648 1.03235
H -0.78186 10.00088 -1.36528
H 0.85828 8.91637 -2.86368
H 2.43269 7.24805 -1.96491
H 2.27370 5.17358 3.49813
H 2.94808 6.12969 5.63998
H 4.23572 8.23863 5.72256
H 4.85940 9.37524 3.61046
H 4.21276 8.40539 1.44974
F -5.64572 2.31637 1.21439
Te -3.98144 2.44820 0.38405
F -4.63959 4.03441 -0.33437
F -4.64314 1.67388 -1.18407
F -2.41044 2.88075 -0.59127
F -3.32754 3.55886 1.74528
O -3.29110 0.94311 1.04787
*
```

Computed properties:
Largest force on an atom (eV/Å): 2.36
M (Da): 1323.25
Orbital gap (eV): 7.654
LUMO (eV): -0.44



No. 4
Computed, not measured: a molecular structure, C55H46Cl4N8ReS at a distorted geometry, with wB97M-V/def2-TZVPD.

ORCA input file:
```
! wB97M-V def2-TZVPD RIJCOSX def2/J DEFGRID3
* xyz 2 2
Re -0.31445 0.59682 -0.15145
Cl -7.12595 -3.53958 -5.13015
C -5.90305 -2.80128 -4.18175
C -4.56155 -2.97878 -4.51315
C -3.58225 -2.37538 -3.75275
C -3.91435 -1.57908 -2.65155
C -5.26465 -1.43008 -2.31965
C -6.24975 -2.02868 -3.07595
C -2.86005 -0.93248 -1.86485
C -1.79905 -1.75748 -1.43175
C -1.78935 -3.18798 -1.49715
C -0.62865 -3.60358 -0.92075
C 0.08915 -2.43348 -0.51985
C 1.34455 -2.42268 0.11165
C 1.92655 -3.72948 0.46775
C 2.22745 -4.71498 -0.47255
C 2.69375 -5.95198 -0.07185
C 2.82415 -6.23918 1.28265
Cl 3.33985 -7.80198 1.77465
C 2.54155 -5.26228 2.23195
C 2.11545 -4.01658 1.82105
C 2.03105 -1.27148 0.53075
N 1.54745 0.00972 0.50235
C 2.49605 0.81782 1.07605
C 2.31005 2.16992 1.40945
C 3.45055 2.84152 2.06715
C 4.60525 3.11492 1.33725
C 5.69755 3.71072 1.93445
C 5.65715 4.01272 3.29115
Cl 7.03005 4.70632 4.05505
C 4.51025 3.74652 4.03095
C 3.41145 3.17872 3.41765
C 1.13805 2.91122 1.21775
C 0.94025 4.24392 1.69965
C -0.32635 4.60472 1.36655
C -0.89935 3.51532 0.63245
N 0.00695 2.49072 0.57245
C -2.18595 3.50422 0.06845
C -2.73165 2.42052 -0.65185
C -3.92395 2.48662 -1.44015
C -4.08475 1.26852 -2.02395
C -3.00995 0.43572 -1.57075
N -2.18575 1.17972 -0.77275
C -3.04075 4.68552 0.23055
C -4.34945 4.52872 0.70305
C -5.16815 5.61742 0.90805
C -4.70535 6.89852 0.62135
Cl -5.73265 8.25002 0.84775
C -3.41465 7.07252 0.12915
C -2.59435 5.97912 -0.05905
C 3.63885 0.02832 1.42435
C 3.34955 -1.25948 1.08535
N -0.65925 -1.33358 -0.81965
H -4.29015 -3.58778 -5.36135
H -2.54435 -2.48338 -4.02955
H -5.53285 -0.86778 -1.43635
H -7.28475 -1.90538 -2.80145
H -2.57955 -3.80498 -1.87585
H -0.30255 -4.61068 -0.76985
H 2.11945 -4.50488 -1.52625
H 2.94945 -6.70758 -0.79945
H 2.64075 -5.48838 3.28055
H 1.88375 -3.25448 2.55055
H 4.63425 2.88652 0.28175
H 6.58205 3.93192 1.35855
H 4.48305 3.97902 5.08265
H 2.52235 2.97112 3.99215
H 1.67225 4.81642 2.23315
H -0.81895 5.51962 1.62245
H -4.54365 3.34962 -1.57335
H -4.84775 0.98362 -2.71995
H -4.70395 3.53822 0.94225
H -6.16315 5.48472 1.29825
H -3.06385 8.06482 -0.10415
H -1.60985 6.12312 -0.47855
H 4.52825 0.39772 1.89975
H 3.97765 -2.12228 1.19245
N -1.07845 -0.10448 1.63425
C -1.60335 -0.93458 2.26055
N -2.15935 -1.85718 2.94235
C -2.11445 -3.23888 2.47575
C -1.41175 -4.10798 3.51345
C -2.09205 -3.95118 4.87105
C -2.07615 -2.48478 5.29545
C -2.77005 -1.62408 4.24315
H -1.59885 -3.27678 1.51335
H -3.14285 -3.58648 2.33445
H -0.36305 -3.81458 3.58555
H -1.44565 -5.14548 3.18395
H -1.57885 -4.56088 5.61355
H -3.12415 -4.30018 4.80815
H -1.04795 -2.14378 5.42655
H -2.59685 -2.35678 6.24265
H -2.69825 -0.56188 4.48725
H -3.82755 -1.89968 4.17855
C 5.21075 0.11022 -1.92965
C 4.35255 1.31592 -2.29605
N 2.92685 1.07392 -2.12755
C 1.96905 0.88072 -3.02375
S 0.31195 1.07902 -2.56125
N 2.13185 0.59612 -4.30695
C 3.33075 0.35532 -5.09295
C 2.98995 -0.50388 -6.29945
H 6.25465 0.35082 -2.10955
H 4.95125 -0.76378 -2.52305
H 5.09395 -0.14038 -0.87855
H 4.55185 1.64082 -3.31445
H 4.60455 2.14902 -1.63445
H 2.59585 1.15612 -1.17175
H 1.26995 0.57022 -4.83885
H 4.06515 -0.16288 -4.47705
H 3.74705 1.31062 -5.43025
H 2.59225 -1.46698 -5.99005
H 3.89005 -0.67898 -6.88165
H 2.26435 -0.00628 -6.93695
*
```

Computed properties:
Largest force on an atom (eV/Å): 2.07
<S²>: 1.177
M (Da): 1179.11
Orbital gap (alpha / beta) (eV): 4.064 / 4.775
LUMO (alpha / beta) (eV): -7.68 / -6.96